[1]
# C17H49F3N11O10S

8 unconnected molecules or ions with the total composition C17H49F3N11O10S at a distorted geometry (wB97M-V/def2-TZVPD, the Open Molecules 2025 dataset).

Summary:
Energy above the lowest of the compared OMol25 structures with the same formula, charge and spin: 521.1 kJ/mol
Charge: -1
E_HOMO: -7.09 eV
LUMO: 2.188 eV
Kohn-Sham gap: 9.28 eV

Atoms and positions in Å:
C (-0.391, 0.765, -1.321)
F (-0.756, 0.882, -0.058)
F (-1.240, -0.105, -1.852)
F (-0.582, 1.996, -1.825)
S (1.315, -0.065, -1.742)
O (1.145, -1.382, -1.141)
O (1.432, 0.023, -3.206)
O (2.354, 0.633, -0.983)
C (-1.426, -1.507, -5.352)
O (-2.244, -2.254, -5.873)
N (-0.186, -1.499, -5.795)
N (-1.603, -0.592, -4.411)
H (0.051, -2.150, -6.531)
H (0.526, -1.045, -5.241)
H (-0.946, -0.261, -3.719)
H (-2.595, -0.487, -4.254)
C (4.045, -3.646, -0.924)
O (5.150, -4.056, -0.604)
N (3.242, -4.296, -1.654)
N (3.580, -2.507, -0.502)
H (3.727, -5.097, -2.033)
H (2.333, -3.910, -1.865)
H (2.711, -2.190, -0.908)
H (4.163, -1.871, 0.022)
C (0.308, -4.250, 0.760)
O (0.137, -5.255, 1.436)
N (0.974, -3.202, 1.179)
N (-0.080, -4.109, -0.511)
H (1.339, -3.328, 2.113)
H (1.174, -2.444, 0.543)
H (0.070, -3.257, -1.033)
H (-0.621, -4.895, -0.841)
C (4.049, -0.471, -4.855)
O (4.382, -0.674, -5.989)
N (3.684, -1.444, -4.073)
N (4.024, 0.635, -4.311)
H (3.643, -1.289, -3.076)
H (4.104, -2.348, -4.234)
H (4.026, 1.413, -4.955)
H (3.635, 0.646, -3.379)
C (-4.367, -1.744, -0.438)
C (-4.678, -2.066, -1.816)
C (-5.041, -0.863, -2.601)
O (-3.941, 0.070, -2.587)
C (-4.226, 1.266, -3.388)
N (-3.583, -2.901, -2.359)
H (-5.015, -2.393, 0.151)
H (-4.674, -0.747, -0.122)
H (-3.325, -1.880, -0.149)
H (-5.580, -2.677, -1.842)
H (-5.802, -0.133, -2.325)
H (-5.248, -1.207, -3.615)
H (-3.607, 2.140, -3.184)
H (-5.214, 1.702, -3.536)
H (-4.159, 1.108, -4.465)
H (-3.624, -3.665, -1.700)
H (-2.882, -2.299, -1.952)
C (1.286, 3.026, 1.182)
C (2.281, 4.057, 0.706)
C (3.417, 4.247, 1.725)
O (2.738, 4.747, 2.918)
C (3.266, 4.202, 4.163)
N (2.734, 3.655, -0.659)
H (1.729, 2.036, 1.294)
H (0.443, 3.040, 0.491)
H (0.856, 3.336, 2.134)
H (1.858, 5.047, 0.534)
H (4.248, 4.835, 1.335)
H (3.811, 3.298, 2.088)
H (4.351, 4.302, 4.208)
H (3.281, 3.117, 4.057)
H (2.837, 4.518, 5.114)
H (2.747, 2.647, -0.601)
H (1.878, 3.715, -1.191)
C (-2.230, 2.576, 7.402)
C (-1.900, 1.149, 7.000)
C (-2.169, 0.758, 5.541)
O (-1.254, 1.303, 4.613)
C (-1.106, 0.576, 3.304)
N (-0.469, 0.983, 7.378)
H (-1.600, 3.284, 6.862)
H (-2.110, 2.623, 8.484)
H (-3.269, 2.834, 7.199)
H (-2.546, 0.559, 7.650)
H (-3.210, 1.027, 5.364)
H (-2.068, -0.327, 5.556)
H (-2.000, 0.757, 2.707)
H (-0.971, -0.479, 3.545)
H (-0.286, 1.039, 2.755)
H (-0.050, 0.757, 6.487)
H (-0.211, 1.937, 7.585)

[2]
# C67H62BrF4N7O8PSeSr

A molecular structure, C67H62BrF4N7O8PSeSr (wB97M-V/def2-TZVPD, the Open Molecules 2025 dataset).

Summary:
Energy above the lowest of the compared OMol25 structures with the same formula, charge and spin: 0.0 kJ/mol
Charge: -1
E_HOMO: -4.23 eV
LUMO: 1.848 eV
Kohn-Sham gap: 6.07 eV

Atoms and positions in Å:
Sr (0.711, 0.814, 0.158)
C (1.860, -1.514, 6.720)
O (0.624, -2.105, 6.372)
C (0.223, -1.985, 5.069)
C (-1.022, -2.591, 4.779)
C (-1.482, -2.535, 3.494)
C (-0.793, -1.871, 2.457)
C (-1.310, -1.927, 1.105)
C (-2.341, -2.980, 0.779)
O (-0.957, -1.176, 0.187)
C (0.467, -1.256, 2.757)
O (1.168, -0.671, 1.883)
C (0.952, -1.345, 4.100)
H (2.013, -1.729, 7.776)
H (1.838, -0.434, 6.558)
H (2.679, -1.936, 6.132)
H (-1.569, -3.082, 5.569)
H (-2.430, -3.008, 3.269)
H (-2.110, -3.940, 1.241)
H (-2.398, -3.087, -0.300)
H (-3.323, -2.671, 1.142)
H (1.906, -0.875, 4.286)
F (8.449, -2.222, -1.089)
C (7.115, -2.204, -1.039)
C (6.414, -3.377, -0.832)
F (7.074, -4.530, -0.685)
C (5.030, -3.341, -0.787)
F (4.410, -4.515, -0.616)
C (4.308, -2.166, -0.915)
P (2.459, -2.139, -0.783)
C (2.185, -3.295, 0.604)
C (1.051, -4.097, 0.651)
C (0.767, -4.856, 1.780)
C (1.601, -4.805, 2.883)
C (2.719, -3.978, 2.855)
C (3.005, -3.229, 1.729)
C (2.073, -3.072, -2.314)
C (1.955, -2.269, -3.449)
C (1.662, -2.833, -4.681)
C (1.466, -4.202, -4.792)
C (1.582, -5.006, -3.665)
C (1.892, -4.445, -2.434)
C (5.038, -0.995, -1.152)
Br (4.233, 0.680, -1.488)
C (6.423, -1.014, -1.211)
F (7.140, 0.087, -1.437)
H (0.363, -4.123, -0.187)
H (-0.124, -5.471, 1.799)
H (1.371, -5.379, 3.770)
H (3.360, -3.897, 3.724)
H (3.854, -2.555, 1.748)
H (2.045, -1.193, -3.374)
H (1.569, -2.187, -5.544)
H (1.224, -4.644, -5.750)
H (1.441, -6.076, -3.741)
H (2.005, -5.086, -1.569)
C (1.160, 5.223, -0.136)
C (1.330, 4.400, -1.362)
N (1.126, 3.101, -1.420)
C (1.401, 2.727, -2.715)
C (1.771, 3.819, -3.446)
N (1.718, 4.875, -2.569)
C (2.175, 4.068, -4.849)
O (2.198, 3.026, -5.649)
O (2.462, 5.195, -5.198)
C (1.298, 1.293, -3.120)
O (1.541, 0.990, -4.312)
O (0.988, 0.501, -2.206)
H (1.141, 4.536, 0.714)
H (0.231, 5.795, -0.169)
H (1.984, 5.925, -0.007)
H (1.950, 5.820, -2.829)
H (1.922, 2.178, -5.139)
N (1.630, 2.476, 1.708)
C (2.367, 2.743, 2.671)
C (2.277, 4.065, 3.413)
C (3.378, 4.715, 3.958)
C (3.246, 5.968, 4.542)
C (2.004, 6.581, 4.609)
C (0.893, 5.933, 4.079)
C (1.034, 4.692, 3.483)
C (3.358, 1.742, 3.239)
C (3.511, 1.547, 4.608)
C (4.334, 0.542, 5.101)
C (5.037, -0.277, 4.229)
C (4.908, -0.077, 2.859)
C (4.073, 0.917, 2.378)
H (4.349, 4.234, 3.919)
H (4.118, 6.468, 4.947)
H (1.899, 7.555, 5.069)
H (-0.084, 6.400, 4.128)
H (0.192, 4.176, 3.036)
H (2.968, 2.186, 5.296)
H (4.431, 0.400, 6.172)
H (5.688, -1.055, 4.609)
H (5.461, -0.698, 2.163)
H (3.948, 1.064, 1.315)
C (-5.944, 3.064, -2.394)
C (-6.380, 1.608, -2.478)
C (-6.165, 0.845, -1.174)
C (-4.701, 0.602, -0.833)
N (-4.013, -0.226, -1.815)
C (-2.928, 0.146, -2.554)
Se (-2.234, 1.845, -2.676)
N (-2.469, -0.961, -3.184)
C (-1.297, -0.993, -4.062)
C (-1.571, -0.428, -5.441)
C (-2.655, -1.152, -6.228)
C (-2.233, -2.536, -6.700)
C (-3.243, -2.051, -2.841)
C (-3.138, -3.394, -3.163)
C (-4.067, -4.254, -2.596)
C (-5.056, -3.789, -1.728)
C (-5.150, -2.444, -1.392)
C (-4.225, -1.586, -1.966)
H (-6.200, 3.612, -3.301)
H (-4.866, 3.150, -2.261)
H (-6.436, 3.566, -1.558)
H (-5.846, 1.101, -3.286)
H (-7.441, 1.559, -2.738)
H (-6.704, -0.104, -1.205)
H (-6.601, 1.413, -0.346)
H (-4.593, 0.103, 0.136)
H (-4.142, 1.538, -0.787)
H (-0.969, -2.035, -4.102)
H (-0.513, -0.437, -3.553)
H (-0.625, -0.468, -5.987)
H (-1.811, 0.631, -5.327)
H (-2.923, -0.542, -7.093)
H (-3.566, -1.223, -5.624)
H (-1.296, -2.486, -7.257)
H (-2.981, -2.988, -7.353)
H (-2.074, -3.226, -5.871)
H (-2.350, -3.759, -3.805)
H (-4.014, -5.310, -2.822)
H (-5.760, -4.487, -1.298)
H (-5.896, -2.091, -0.696)
N (-4.874, 3.611, 4.490)
C (-4.440, 4.148, 3.322)
O (-4.872, 5.197, 2.888)
C (-3.391, 3.360, 2.562)
C (-2.923, 3.902, 1.375)
C (-1.960, 3.202, 0.664)
N (-1.473, 2.031, 1.065)
C (-1.915, 1.519, 2.209)
C (-2.875, 2.146, 2.990)
H (-5.511, 4.164, 5.038)
H (-4.437, 2.813, 4.909)
H (-3.302, 4.849, 1.022)
H (-1.564, 3.583, -0.267)
H (-1.493, 0.572, 2.528)
H (-3.180, 1.657, 3.905)